The following is a quantum chemistry calculation of a cluster of 2 separate species, C21H12F3N2OS in total, from the Open Molecules 2025 dataset.

Last column: Mulliken charge in e.
Cartesian coordinates (Å):
F  2.3101  2.7871  3.4353  -0.285
C  2.2029  1.4113  3.4265  0.329
C  3.3880  0.6758  3.4276  -0.567
C  3.2306  -0.7110  3.3579  0.402
F  4.3704  -1.4857  3.3342  -0.287
C  2.0033  -1.3367  3.2944  -0.765
C  0.7927  -0.5672  3.2369  1.013
C  -0.4227  -1.2788  3.0031  -0.555
C  -1.7822  -0.8511  3.1299  1.068
C  -2.7876  -1.8685  3.2037  -0.560
C  -4.1357  -1.5662  3.3132  -0.615
C  -4.5722  -0.2337  3.3691  -0.486
C  -3.5956  0.7579  3.2911  0.106
F  -4.0072  2.0711  3.3492  -0.300
C  -2.2395  0.5008  3.1602  -0.499
C  0.9350  0.8485  3.3888  -0.636
H  4.3669  1.1474  3.4461  0.505
H  1.9341  -2.4207  3.2785  0.482
H  -0.2920  -2.3621  2.8761  0.289
H  -2.4613  -2.9067  3.2230  0.416
H  -4.8740  -2.3687  3.3683  0.422
H  -5.6265  0.0272  3.4529  0.483
H  -1.5466  1.3285  3.0769  0.491
H  0.0700  1.4917  3.4725  0.414
O  -1.9977  -0.1965  -0.5356  -0.694
C  -1.7108  -1.4001  -0.6206  0.273
C  -2.4742  -2.4956  -1.2696  0.000
C  -1.7441  -3.6891  -1.3809  0.445
C  -2.3207  -4.8705  -1.8637  -0.519
C  -3.6577  -4.8463  -2.2669  -0.393
C  -4.3767  -3.6456  -2.2280  -0.601
C  -3.7848  -2.4742  -1.7621  -0.357
S  -0.1000  -3.5362  -0.7900  -0.304
C  -0.4510  -1.9672  -0.1103  0.634
N  0.6285  -1.1397  0.0026  0.684
N  1.5106  -0.4152  0.1338  -0.693
H  -1.7201  -5.7785  -1.8831  0.393
H  -4.1314  -5.7632  -2.6065  0.401
H  -5.4157  -3.6367  -2.5517  0.382
H  -4.3297  -1.5355  -1.7462  0.484

The HOMO energy comes out at -10.94 eV. The LUMO energy is -6.41 eV. The orbital gap comes out at 4.53 eV. As for the total charge: +1.



The following is a quantum chemistry calculation of a structure of composition C21H13Cl3FN7O9ReS, from the Open Molecules 2025 dataset.

Last column: Löwdin spin population.
Cartesian coordinates (Å):
Re  1.0572  0.3147  -1.3827  0.705
S  1.5349  -0.1197  0.9330  -0.012
C  0.6913  -1.7058  1.0058  -0.028
N  0.7569  -2.4622  2.0630  0.112
N  1.4237  -2.0502  3.0961  0.150
C  1.6809  -2.8313  4.1963  -0.002
C  2.2700  -2.2410  5.3206  0.029
C  2.5411  -3.0141  6.4297  -0.004
C  2.2541  -4.3726  6.4206  0.033
C  1.6725  -4.9590  5.3035  -0.003
C  1.3782  -4.1974  4.1917  0.028
N  0.0307  -2.1082  -0.0622  0.046
N  0.1008  -1.4307  -1.1422  -0.148
C  -0.6623  -1.9720  -2.1966  -0.009
C  -0.0511  -2.2193  -3.4249  -0.015
C  -0.7875  -2.8120  -4.4321  0.002
C  -2.1216  -3.1324  -4.2267  -0.014
C  -2.7270  -2.8628  -3.0086  0.002
C  -1.9976  -2.3003  -1.9795  -0.014
H  1.8227  -1.1026  3.0673  0.003
H  2.5016  -1.1859  5.3157  0.001
H  2.9737  -2.5566  7.3056  -0.001
H  2.4762  -4.9725  7.2889  0.002
H  1.4475  -6.0156  5.3035  -0.001
H  0.9334  -4.6314  3.3092  0.002
H  0.9889  -1.9659  -3.5602  -0.001
H  -0.3240  -3.0198  -5.3848  0.000
H  -2.6980  -3.5800  -5.0216  -0.001
H  -3.7717  -3.0899  -2.8570  0.000
H  -2.4528  -2.0679  -1.0290  0.000
O  -0.2479  6.8382  2.0516  0.000
N  -1.2360  6.1972  1.7762  0.000
O  -2.3630  6.4600  2.1295  -0.001
C  -1.0530  5.0067  0.9782  -0.003
C  -2.1533  4.2081  0.6627  0.000
C  -1.9705  3.0327  -0.0227  -0.002
C  -0.6629  2.5561  -0.4023  0.006
O  -0.5078  1.3841  -0.8299  0.042
C  0.4189  3.4949  -0.1838  0.000
C  0.2088  4.6704  0.5257  0.001
N  1.7275  3.2768  -0.6637  0.001
O  2.0016  2.2386  -1.3036  0.014
O  2.5810  4.1097  -0.4556  0.001
N  -3.1464  2.2476  -0.3360  0.000
O  -2.9997  1.1423  -0.8028  0.002
O  -4.2161  2.7629  -0.1013  -0.001
H  -3.1501  4.5017  0.9709  0.000
H  1.0461  5.3260  0.7296  0.000
F  2.6647  -0.4797  -1.9830  0.078
Cl  0.5382  3.2272  -6.0227  0.000
C  -0.0418  1.7033  -5.3710  0.000
Cl  0.7543  0.3509  -6.1577  0.000
Cl  -1.7954  1.5717  -5.5993  0.000
C  0.1763  1.6606  -3.8286  0.000
O  0.0137  2.6701  -3.1762  0.001
O  0.4680  0.5072  -3.4281  -0.001

As for the multiplicity: 2. The HOMO energy (alpha / beta) comes out at -8.58 / -8.77 eV. The LUMO energy (alpha / beta) is -2.60 / -2.48 eV. The calculation puts the relative energy (zero: lowest compared OMol25 entry of this formula, charge and spin) at 82.8 kJ/mol. The orbital gap (alpha / beta) comes out at 5.98 / 6.30 eV. As for the total charge: 0.



The following is a quantum chemistry calculation of a structure of composition C21H13Cl3N2O3ReSbSe4, from the Open Molecules 2025 dataset.

Last column: Mulliken charge in e.
Cartesian coordinates (Å):
Re  -2.3789  -0.2294  -1.0072  0.480
Cl  -5.7695  -3.8569  3.9884  -0.146
C  -5.3746  -2.9543  2.6014  0.231
C  -4.1215  -2.3348  2.5161  -0.810
C  -3.8217  -1.6709  1.3539  0.796
Cl  -2.2864  -0.9641  1.0903  -0.023
C  -4.6756  -1.5868  0.2301  0.120
O  -4.2472  -1.0356  -0.8657  -0.448
C  -5.9543  -2.1952  0.3667  0.248
Cl  -7.0938  -2.1091  -0.9043  -0.208
C  -6.2734  -2.8530  1.5410  -0.638
H  -3.4186  -2.4086  3.3301  0.502
H  -7.2412  -3.3207  1.6219  0.479
Se  -6.0834  -0.0996  -3.0510  -0.068
Sb  -4.1766  1.1519  -3.7013  0.865
Se  -1.8785  -0.9225  -3.1573  0.141
Se  -2.9952  1.9295  -1.2861  -0.077
Se  -2.8158  2.5125  -5.1137  -0.213
O  0.0646  -0.5483  -3.1448  -0.670
C  0.4787  -0.0588  -2.0402  0.495
N  1.7182  0.2866  -1.7757  0.113
C  1.8452  0.7102  -0.3753  3.377
C  0.3870  0.7074  0.0508  -0.868
O  -0.1278  1.0659  1.0741  -0.519
N  -0.3484  0.1779  -1.0014  0.495
C  2.4771  2.0782  -0.2228  -0.635
C  2.9054  2.4751  1.0446  -0.099
C  3.5764  3.6749  1.2012  -0.862
C  3.8261  4.4841  0.1017  -0.486
C  3.3547  4.1086  -1.1507  -0.955
C  2.6807  2.9099  -1.3179  -0.317
C  2.6288  -0.3861  0.3445  -0.289
C  4.0183  -0.3703  0.2685  -0.255
C  4.7487  -1.4270  0.7849  -0.925
C  4.1040  -2.5043  1.3726  -0.495
C  2.7214  -2.5163  1.4609  -0.924
C  1.9849  -1.4642  0.9424  -0.110
H  2.5135  0.1066  -2.3717  0.340
H  2.7283  1.8379  1.8984  0.479
H  3.9226  3.9682  2.1800  0.429
H  4.3821  5.4038  0.2147  0.439
H  3.5325  4.7363  -2.0097  0.436
H  2.3422  2.6152  -2.3020  0.425
H  4.5239  0.4596  -0.2052  0.463
H  5.8248  -1.4175  0.7138  0.434
H  4.6742  -3.3298  1.7707  0.435
H  2.2144  -3.3493  1.9245  0.446
H  0.9042  -1.4868  1.0144  0.371

The HOMO energy comes out at -13.90 eV. The LUMO energy is -9.30 eV. The orbital gap comes out at 4.61 eV. As for the total charge: +2.



Question: Which value of total charge does entry 1 give?
Answer: +1